{"formula": "C20H22Cl2O3PtS", "method": "ωB97M-V with the def2-TZVPD basis set", "orbital_gap_ev": [3.02, 3.01], "largest_force_ha_per_bohr": 0.0268, "spin_multiplicity": 1, "total_charge": 2, "molar_mass_g_mol": 608.44, "symbols": ["Pt", "Cl", "C", "C", "C", "C", "C", "Cl", "C", "S", "H", "H", "H", "C", "C", "C", "O", "C", "H", "H", "H", "H", "H", "H", "H", "H", "C", "C", "C", "C", "C", "C", "C", "C", "C", "C", "O", "O", "H", "H", "H", "H", "H", "H", "H", "H", "H", "H", "H"], "positions_angstrom": [[1.71558, -0.79837, -0.63023], [4.03955, -0.71974, -0.49698], [4.36223, -1.03810, 1.19130], [5.63987, -0.94230, 1.65271], [5.85978, -1.23942, 3.00910], [4.81954, -1.61144, 3.84477], [3.52812, -1.69293, 3.35231], [2.24945, -2.13053, 4.38696], [3.26579, -1.40952, 1.98295], [1.65365, -1.52203, 1.39358], [6.45513, -0.65450, 1.00321], [6.86511, -1.17330, 3.40495], [5.00143, -1.83796, 4.88645], [1.27652, 3.64837, -0.61863], [2.37496, 3.57815, -1.68899], [2.26292, 2.14793, -2.21465], [1.49930, 1.41112, -1.19682], [1.34797, 2.26021, -0.02292], [0.30078, 3.80369, -1.08093], [1.44399, 4.42907, 0.11951], [3.35046, 3.74395, -1.23190], [2.24480, 4.30929, -2.48256], [3.23358, 1.67268, -2.35413], [1.69861, 2.07540, -3.14095], [2.22812, 2.15198, 0.61729], [0.46538, 1.92786, 0.51907], [-6.50469, -1.11319, -1.54267], [-5.07274, -1.00987, -1.14439], [-4.35416, 0.16247, -1.37437], [-3.03835, 0.28980, -0.96169], [-2.24394, 1.54819, -1.16046], [-2.43508, -0.83001, -0.36909], [-3.14617, -1.99967, -0.05355], [-2.48259, -3.11207, 0.70178], [-4.45929, -2.07567, -0.48536], [-1.00878, -0.75933, -0.02779], [-0.68282, -0.50055, 1.14687], [-0.19270, -0.97457, -0.98917], [-6.79591, -0.34630, -2.25562], [-7.12716, -0.99602, -0.64691], [-6.73266, -2.10299, -1.93958], [-4.84778, 0.98443, -1.87858], [-2.87819, 2.35847, -1.51184], [-1.44602, 1.38409, -1.89151], [-1.77343, 1.85508, -0.22198], [-1.48646, -3.32367, 0.30480], [-3.07460, -4.02255, 0.65488], [-2.36292, -2.82991, 1.75036], [-5.03619, -2.97572, -0.30858]], "lowdin_charge": [0.93, 0.81, -0.57, -0.04, 0.03, -0.04, -0.64, 0.83, -0.59, 0.94, 0.14, 0.14, 0.13, -0.13, -0.13, -0.14, -0.32, -0.18, 0.12, 0.13, 0.12, 0.13, 0.11, 0.13, 0.13, 0.11, -0.02, -0.21, 0.04, -0.17, -0.01, -0.05, -0.17, 0.00, 0.03, -0.61, 0.01, -0.13, 0.09, 0.11, 0.10, 0.13, 0.10, 0.09, 0.09, 0.09, 0.10, 0.10, 0.14]}